(1)
This record from the OMol25 dataset describes an isolated molecule of C4H12N2. The level of theory is ωB97M-V with the def2-TZVPD basis set.

Each line ends with the Löwdin charge.
Element x y z (Å)
C -1.32 -0.60 -1.45  -0.124
N -0.01 -1.14 -0.97  -0.183
C 0.93 -0.08 -0.72  -0.224
C 0.68 0.22 0.79  -0.391
C 0.43 1.62 1.43  -0.041
N -0.32 -0.62 1.36  0.013
H -1.90 -0.16 -0.62  0.066
H -1.33 -0.05 -2.42  0.090
H -1.95 -1.49 -1.47  0.076
H 0.26 -1.81 -1.72  0.118
H 2.01 -0.31 -0.93  0.110
H 0.68 0.73 -1.56  0.132
H 1.75 -0.19 1.19  0.164
H 0.40 1.52 2.49  0.075
H -0.28 2.19 1.10  0.013
H 1.17 2.28 1.28  0.030
H -0.04 -1.56 1.31  0.060
H -1.17 -0.56 0.91  0.016

As for the structure (SMILES): CNC[C@@H](C)N. Its spin multiplicity is 1.

---

(2)
This record from the OMol25 dataset describes the ion C3H6O2P with charge -1. The level of theory is ωB97M-V with the def2-TZVPD basis set.

Each line ends with the Löwdin charge.
Element x y z (Å)
C -0.86 -1.99 -0.61  -0.128
C -0.41 -0.96 0.12  -0.326
C 1.06 1.40 0.85  -0.183
O 2.07 -1.23 0.90  -0.413
O 1.64 -0.07 -1.41  -0.397
P 1.22 -0.27 0.01  0.261
H -1.90 -2.44 -0.30  0.063
H -0.31 -2.55 -1.28  0.009
H -1.22 -0.38 0.77  0.087
H 1.46 1.46 1.83  -0.002
H 1.49 2.15 0.30  -0.022
H -0.09 1.50 1.08  0.050

The net charge is -1. The expectation value of S² is 2.01. Its spin multiplicity is 3.

---

(3)
This record from the OMol25 dataset describes a structure of composition C20H42F18MgN3O19S6. The level of theory is ωB97M-V with the def2-TZVPD basis set.

Each line ends with the Löwdin charge.
Element x y z (Å)
Mg -2.21 -0.02 0.17  0.779
C 1.42 -1.08 2.27  -0.505
F 2.26 -2.06 2.75  0.108
F 1.11 -0.24 3.24  0.173
F 2.12 -0.34 1.34  0.078
S -0.19 -1.94 1.41  0.754
O 0.04 -3.35 1.17  -0.251
O -1.27 -1.66 2.31  -0.320
N -0.58 -0.92 -0.04  -0.342
S 0.38 -1.60 -1.11  0.626
O 1.83 -1.61 -0.92  -0.276
O -0.21 -2.79 -1.74  -0.282
C 0.40 -0.24 -2.55  -0.590
F 1.24 0.74 -2.24  0.137
F 0.76 -0.80 -3.77  0.102
F -0.80 0.27 -2.63  0.126
C -5.91 -2.24 0.29  -0.551
F -6.73 -3.16 0.88  0.127
F -5.79 -2.60 -1.00  0.127
F -6.43 -1.02 0.43  0.139
S -4.11 -2.30 1.16  0.722
O -4.08 -3.00 2.43  -0.253
O -3.18 -2.93 0.25  -0.291
N -3.63 -0.60 1.25  -0.379
S -4.49 0.15 2.42  0.664
O -4.87 1.53 2.14  -0.284
O -5.61 -0.60 3.05  -0.304
C -3.24 0.32 3.96  -0.534
F -3.89 0.89 5.02  0.124
F -2.79 -0.90 4.39  0.093
F -2.15 1.07 3.63  0.098
C -1.06 7.93 -0.20  -0.699
F -1.65 7.61 0.99  0.087
F -1.59 9.07 -0.55  0.157
F 0.21 8.06 -0.05  0.171
S -1.52 6.48 -1.43  0.675
O -2.91 6.21 -1.18  -0.338
O -1.15 6.98 -2.76  -0.320
N -0.64 5.22 -0.52  -0.279
S 0.60 4.95 -1.52  0.563
O 1.33 6.16 -1.98  -0.346
O 1.44 4.00 -0.83  -0.346
C -0.16 3.98 -3.10  -0.572
F -1.38 3.59 -2.69  0.079
F -0.32 4.81 -4.16  0.097
F 0.60 2.93 -3.48  0.110
C -4.16 -3.24 -4.13  -0.073
C -2.79 -2.72 -3.77  -0.258
O -2.90 -1.31 -3.94  -0.112
H -4.61 -2.72 -4.98  0.077
H -4.84 -3.00 -3.32  0.057
H -4.19 -4.32 -4.25  0.081
H -2.06 -3.04 -4.50  0.121
H -2.49 -2.88 -2.73  0.104
H -3.11 -1.00 -4.83  0.106
C 4.23 2.17 -1.55  -0.077
C 5.19 2.48 -2.75  -0.284
O 5.79 1.32 -3.36  -0.097
H 4.64 1.42 -0.88  0.063
H 3.31 1.67 -1.86  0.048
H 4.00 3.08 -1.00  0.066
H 6.02 3.01 -2.28  0.101
H 4.55 3.02 -3.44  0.108
H 6.28 1.62 -4.12  0.068
C 1.08 -5.09 4.12  -0.082
C -0.25 -5.69 3.69  -0.279
O -0.35 -6.03 2.28  -0.097
H 1.52 -4.44 3.36  0.055
H 1.86 -5.80 4.41  0.068
H 0.90 -4.59 5.07  0.060
H -1.01 -4.91 3.67  0.103
H -0.53 -6.51 4.34  0.110
H -0.49 -5.19 1.83  0.025
C 4.11 1.99 2.06  -0.083
C 3.66 2.02 3.56  -0.302
O 4.08 3.28 4.04  -0.090
H 4.09 0.95 1.72  0.050
H 5.07 2.47 1.90  0.075
H 3.34 2.47 1.47  0.070
H 4.09 1.25 4.19  0.103
H 2.58 1.92 3.58  0.098
H 5.03 3.38 4.03  0.077
C 2.22 -2.45 7.71  -0.100
C 1.64 -1.29 6.94  -0.315
O 2.29 -0.18 7.52  -0.086
H 3.27 -2.50 7.41  0.076
H 1.77 -3.39 7.41  0.059
H 2.14 -2.39 8.80  0.077
H 0.60 -1.25 7.28  0.107
H 1.67 -1.32 5.85  0.102
H 1.64 0.20 8.11  0.080
C 4.97 -1.38 -5.81  -0.068
C 3.62 -2.06 -6.25  -0.328
O 3.82 -3.41 -6.50  -0.075
H 4.95 -0.30 -5.95  0.061
H 5.77 -1.77 -6.44  0.064
H 5.23 -1.65 -4.79  0.069
H 3.32 -1.52 -7.15  0.100
H 2.82 -1.94 -5.52  0.097
H 3.14 -3.68 -7.12  0.081
C -4.18 1.97 -2.59  -0.040
C -4.45 0.75 -1.71  -0.272
O -3.26 -0.01 -1.53  -0.138
H -5.05 2.20 -3.20  0.085
H -3.39 1.78 -3.32  0.077
H -3.91 2.81 -1.95  0.085
H -5.23 0.15 -2.17  0.119
H -4.98 1.05 -0.80  0.111
H -3.27 -0.41 -2.40  0.056

The net charge is -1. Its spin multiplicity is 1.

---

(4)
This record from the OMol25 dataset describes an isolated molecule of C21H18F2N2O3S. The level of theory is ωB97M-V with the def2-TZVPD basis set.

Each line ends with the Löwdin charge.
Element x y z (Å)
C -7.71 -1.20 -0.61  -0.053
C -6.33 -0.62 -0.47  -0.280
C -5.23 -1.44 -0.24  -0.035
C -3.97 -0.90 -0.08  -0.016
C -3.77 0.47 -0.15  -0.163
C -2.46 1.09 0.01  -0.272
N -2.17 2.21 -0.72  0.099
C -0.99 2.66 -0.51  -0.608
C -0.40 3.85 -1.17  -0.078
S -0.08 1.74 0.68  1.113
C -1.45 0.68 0.84  -0.449
C -1.41 -0.45 1.80  -0.083
C -0.78 -1.71 1.22  -0.486
O -0.90 -2.81 1.66  0.132
O -0.04 -1.40 0.14  -0.034
C 0.74 -2.42 -0.46  -0.037
C 2.23 -2.05 -0.51  -0.430
O 3.08 -2.85 -0.78  0.109
N 2.45 -0.74 -0.21  0.159
C 3.71 -0.14 -0.13  -0.093
C 4.71 -0.31 -1.10  -0.204
F 4.44 -1.01 -2.20  0.096
C 5.95 0.27 -0.97  -0.007
C 6.23 1.07 0.13  -0.075
C 5.26 1.29 1.09  -0.014
C 4.03 0.68 0.95  -0.204
F 3.08 0.89 1.88  0.058
C -4.87 1.29 -0.40  -0.018
C -6.13 0.75 -0.56  -0.038
H -8.27 -0.68 -1.38  0.078
H -8.25 -1.10 0.33  0.085
H -7.66 -2.26 -0.86  0.075
H -5.36 -2.51 -0.19  0.113
H -3.13 -1.57 0.06  0.106
H 0.47 3.56 -1.75  0.079
H -1.15 4.29 -1.83  0.084
H -0.09 4.58 -0.43  0.078
H -2.41 -0.70 2.16  0.135
H -0.80 -0.19 2.67  0.133
H 0.39 -2.57 -1.49  0.151
H 0.62 -3.36 0.09  0.138
H 1.68 -0.21 0.19  0.087
H 6.69 0.10 -1.74  0.120
H 7.20 1.52 0.23  0.108
H 5.45 1.92 1.95  0.118
H -4.72 2.36 -0.48  0.110
H -6.97 1.40 -0.75  0.113

As for the structure (SMILES): Cc1ccc(-c2nc(C)sc2CC(=O)OCC(=O)Nc2c(F)cccc2F)cc1. Its spin multiplicity is 1.

---

(5)
This record from the OMol25 dataset describes a structure of composition C11H24HgN4O3V. The level of theory is ωB97M-V with the def2-TZVPD basis set.

Each line ends with the Löwdin charge.
Element x y z (Å)
N 1.80 -0.12 0.14  0.018
C 2.79 -0.66 0.55  -0.385
O 3.77 -1.21 0.94  0.197
Hg 2.35 0.14 -3.67  1.032
V -0.11 0.05 -0.08  0.969
N -0.50 -1.45 -1.20  -0.112
N -0.34 1.61 -1.01  -0.141
C -0.38 -2.89 -0.83  -0.613
C 0.35 2.92 -1.07  -0.618
C 0.79 -3.49 -1.61  -0.023
C -1.69 -3.60 -1.19  -0.021
C -0.11 -3.05 0.67  -0.034
C 0.05 3.55 -2.43  -0.019
C -0.18 3.83 0.04  -0.008
C 1.85 2.72 -0.87  -0.050
H 0.64 -3.40 -2.70  0.076
H 0.89 -4.56 -1.39  0.114
H 1.74 -2.99 -1.36  0.085
H -2.54 -3.09 -0.71  0.105
H -1.68 -4.64 -0.85  0.113
H -1.87 -3.60 -2.27  0.090
H 0.81 -2.54 0.97  0.072
H 0.01 -4.12 0.91  0.116
H -0.94 -2.68 1.28  0.087
H 0.36 2.88 -3.25  0.073
H 0.59 4.51 -2.55  0.114
H -1.02 3.76 -2.55  0.098
H -1.26 3.99 -0.07  0.087
H 0.31 4.81 0.02  0.118
H -0.01 3.37 1.02  0.091
H 2.07 2.20 0.07  0.073
H 2.37 3.69 -0.87  0.118
H 2.29 2.11 -1.68  0.011
C -1.80 1.62 -1.18  -0.085
H -2.22 0.68 -0.79  0.091
H -2.31 2.44 -0.65  0.112
H -2.10 1.68 -2.24  0.118
C -0.98 -1.15 -2.55  -0.133
H -2.09 -1.23 -2.65  0.125
H -0.70 -0.12 -2.83  0.038
H -0.53 -1.82 -3.29  0.089
O 0.27 1.00 2.96  0.147
N -0.02 0.69 1.81  -0.212
O -0.94 -0.32 1.62  -0.127

The net charge is +2. The expectation value of S² is 0.75. Its spin multiplicity is 2.

---

(6)
This record from the OMol25 dataset describes a structure of composition C4H10NO3. The level of theory is ωB97M-V with the def2-TZVPD basis set.

Each line ends with the Löwdin charge.
Element x y z (Å)
O 3.56 -0.08 -0.11  -0.050
C 2.47 0.49 -0.08  -0.356
C 1.19 -0.22 -0.33  -0.361
C -0.12 0.52 -0.19  -0.160
C -1.33 -0.23 -0.81  -0.473
O -2.50 0.44 -0.68  -0.309
N 1.32 -1.61 -0.12  0.084
H 2.29 1.47 0.38  0.133
H 1.76 0.36 -1.24  0.177
H 0.05 1.47 -0.71  0.108
H -0.33 0.73 0.86  0.110
H -1.02 -0.48 -1.85  0.096
H -1.29 -1.23 -0.29  0.092
H 0.86 -1.93 0.72  0.091
H 2.32 -1.79 -0.04  0.066
H -3.42 1.27 1.92  -0.018
H -2.79 0.42 0.78  -0.031
O -3.02 0.40 1.81  -0.197

The net charge is -1. Its spin multiplicity is 1.

---

In Eh, the E values for the records above are, in order, -269.00953; -609.66505; -6767.72556; -1744.24144; -1974.92260; -438.82662.
In kcal per mole, the energy above the lowest of the compared OMol25 structures with the same formula, charge and spin values for the records above are, in order, 67.0; 0.0; 0.0; 0.0; 0.0; 99.5.
In eV/Å, the maximum force values for the records above are, in order, 6.005; 9.533; 7.644; 1.130; 5.240; 3.205.